No. 1
28
Properties=species:S:1:pos:R:3:forces:R:3 method="wB97M-V/def2-TZVPD" e_tot_ev=-26109.7665 max_force_ha_per_bohr=0.111 homo_ha=-0.323 lumo_ev=-0.1
C 0.241480 -1.281559 -0.256705 -0.3 -1.6 0.0
C -0.687208 -1.876506 0.767561 0.8 -0.4 -1.4
C -0.362811 3.295229 1.881794 1.4 -3.8 -0.3
C 0.763185 -2.098947 -1.177834 -0.5 3.0 0.4
C -1.134494 2.251468 1.489991 5.3 -1.3 1.3
C -1.079918 -0.677873 1.577756 -1.1 -2.4 4.2
C 0.213543 0.232675 -0.095126 1.0 -0.4 -0.9
C 1.611538 -1.551166 -2.237493 1.5 -2.4 -1.2
C -0.844767 0.701005 -1.135213 -0.5 -5.7 0.2
C 1.504290 1.014006 -0.273687 0.9 0.8 -1.7
N -0.896018 -3.142476 0.820216 0.1 1.1 0.3
N -0.062789 0.330119 1.355019 -3.4 2.8 -0.3
Cl -2.704600 2.028172 1.214497 -2.0 0.1 -0.3
H -0.841084 4.220355 1.874475 -0.4 1.7 0.3
H 0.776130 3.135347 2.184478 -2.9 0.4 -0.9
H 0.454493 -3.081662 -1.152833 -0.4 -2.1 0.1
H -2.190864 -0.453340 1.441781 1.3 0.1 0.0
H -0.980100 -1.193754 2.675284 -0.4 1.9 -1.9
H 2.227029 -2.416320 -2.719161 -0.9 1.8 0.6
H 2.238349 -0.870831 -1.729229 1.3 0.6 0.0
H 1.107680 -0.963052 -2.993164 -0.4 -0.2 -0.4
H -0.737517 0.290981 -2.183670 0.5 0.7 1.2
H -0.892525 1.670681 -1.044532 -0.4 5.4 -0.3
H -1.806197 0.279973 -0.802896 0.1 0.2 -0.2
H 1.372359 2.139890 -0.081836 0.1 -1.8 0.1
H 1.856435 0.966773 -1.351880 -0.4 0.1 1.2
H 2.292091 0.541615 0.337555 -0.3 0.6 -0.1
H -1.437708 -3.490799 1.614851 -0.1 0.5 -0.1

No. 2
29
Properties=species:S:1:pos:R:3:forces:R:3 method="wB97M-V/def2-TZVPD" e_tot_ev=-28159.3331 max_force_ha_per_bohr=0.079 homo_ha=-0.286 smiles="C/C=C/N1CCOCC1.C=C(Cl)C#N" lumo_ev=0.0
C 0.902919 -2.876592 -2.318560 0.5 -0.1 1.1
C 1.580085 -0.456108 -2.248228 1.4 -0.3 0.6
C -0.430008 -0.326501 1.818551 1.9 -3.0 -0.6
C 0.173076 1.917993 1.507003 1.0 2.9 -0.9
C 0.939425 -0.597225 2.608059 0.1 2.8 -2.8
C 1.591445 1.645962 2.030348 -0.9 2.5 3.0
C -2.086956 -0.135649 -0.589268 2.0 2.5 0.3
C -1.146436 0.755251 -0.167472 -1.4 1.1 -3.6
C 1.445523 -1.613681 -2.848254 -1.3 -1.5 -1.7
C -2.664234 0.008700 -1.962001 0.5 -0.9 -0.1
N 0.546747 -3.875471 -1.843364 0.4 1.4 -0.8
N -0.290744 0.753198 0.870237 -0.6 -2.0 1.7
O 1.527304 0.672097 3.074408 -0.5 -1.3 -0.4
Cl 1.678241 -1.769333 -4.593027 -0.1 0.1 0.4
H 1.971518 0.418076 -2.725509 -0.1 0.2 -0.6
H 1.754822 -0.487493 -1.202880 -0.9 0.2 1.1
H -0.665546 -1.317599 1.302091 0.6 1.3 0.0
H -1.258375 -0.351190 2.523738 -0.2 1.2 0.3
H -0.477424 2.283565 2.364683 0.6 -0.4 -0.9
H 0.206111 2.745857 0.684976 0.0 -1.2 1.5
H 0.573499 -1.184780 3.360978 -0.1 -1.2 2.7
H 1.756924 -1.146293 2.073988 -1.0 0.4 -0.1
H 2.322856 1.470589 1.294290 0.7 -0.9 -1.3
H 1.999046 2.602767 2.559408 -0.9 -1.5 -0.7
H -2.543389 -0.803448 0.079427 -0.3 -1.2 0.7
H -0.984376 1.626419 -0.925183 0.1 -1.4 1.4
H -2.082487 0.750961 -2.619161 -0.9 -1.4 0.9
H -3.672311 0.368387 -1.770657 -0.4 -0.1 -0.8
H -2.667253 -1.078459 -2.338623 -0.2 1.9 -0.3

No. 3
28
Properties=species:S:1:pos:R:3:forces:R:3 method="wB97M-V/def2-TZVPD" e_tot_ev=-38885.4520 max_force_ha_per_bohr=0.080 homo_ha="-0.263 / -0.263" smiles="C=C[Si](C=C)=CCC/C=[Si](/Cl)C=C" lumo_ev="0.0 / 0.0"
C -0.315887 1.879495 -0.246680 -0.4 -0.6 0.8
C -0.837293 -0.529274 3.162192 -1.0 -1.2 -3.8
C -2.392944 -2.345690 -2.003561 -0.3 1.2 2.9
C 0.699969 1.741553 -1.432934 -1.1 1.0 -0.7
C 4.992461 0.006581 0.872135 -2.2 1.2 0.2
C -1.471723 0.836483 -0.340576 0.2 -1.7 0.9
C -1.577358 -1.206680 2.187134 0.4 0.2 2.0
C -2.843722 -1.878714 -0.807893 -1.2 -0.5 0.0
C 1.288181 0.427604 -1.638535 0.7 -2.8 -0.3
C 3.673526 0.166676 0.590021 1.8 -1.2 -1.6
Si -1.879113 -0.803490 0.374530 1.8 3.3 -1.0
Si 2.581913 -0.379230 -0.830660 0.1 -0.3 -0.2
Cl 3.031558 -2.347537 -1.288250 -0.1 0.3 -0.2
H -0.735046 2.906138 -0.358357 0.2 -0.6 0.5
H 0.202393 1.733387 0.745505 -0.4 0.4 -0.9
H -1.026232 -0.574864 4.179564 -0.6 -0.8 1.8
H 0.013532 0.116989 2.986112 -0.2 0.3 -0.7
H -2.990669 -2.970326 -2.620548 -0.3 -0.3 -0.6
H -1.374534 -2.092607 -2.208069 0.5 -0.2 -0.7
H 0.095621 2.039444 -2.305632 0.1 -0.4 0.0
H 1.523264 2.448261 -1.525821 -0.1 0.6 1.0
H 5.433519 0.580962 1.756314 -0.3 -1.3 -1.5
H 5.481934 -0.594686 0.123771 1.1 0.0 0.5
H -2.235838 1.052068 -1.085000 0.3 0.0 -0.5
H -2.314529 -2.000812 2.556378 0.9 1.3 -0.2
H -3.899700 -2.060972 -0.474689 0.9 -0.3 -0.6
H 0.795377 -0.247942 -2.382108 0.5 0.5 0.7
H 3.033659 0.711596 1.165097 -1.2 1.9 2.2

No. 4
55
Properties=species:S:1:pos:R:3:forces:R:3 method="wB97M-V/def2-TZVPD" spin_multiplicity=3 e_tot_ev=-152548.5776 max_force_ha_per_bohr=0.087 homo_ha="-0.382 / -0.382" lumo_ev="0.0 / -1.3"
Ni 0.010228 0.155217 0.130245 0.2 0.2 0.4
C -3.888501 0.156738 1.631139 1.5 -1.1 0.4
F -3.919088 1.072888 0.685060 0.1 0.7 -0.2
F -4.764292 0.407889 2.557656 -0.6 0.4 0.5
F -4.134448 -1.006647 1.070078 -0.3 -0.5 -0.3
S -2.146153 0.068133 2.459897 0.7 1.2 0.5
O -1.572913 1.384751 2.393215 -0.4 0.2 -1.0
O -2.298877 -0.373496 3.823473 -0.1 -0.6 -1.6
N -1.229162 -0.902786 1.297222 -3.0 1.5 1.9
S -1.295280 -2.343556 1.978239 2.4 -2.9 2.4
O -0.145101 -2.462879 2.865368 -0.8 -0.3 -1.3
O -2.545711 -2.737355 2.562244 -0.3 0.4 -1.0
C -1.038318 -3.585446 0.576927 0.7 1.2 0.8
F -0.950246 -4.803466 1.060553 -0.6 -0.2 0.1
F -2.041007 -3.457984 -0.283415 -0.1 -0.4 -0.3
F 0.125504 -3.327491 -0.013022 -0.1 0.3 -0.5
C 0.814537 -1.859241 -3.623149 -1.7 0.9 0.5
F 1.795930 -2.563227 -4.082072 0.3 -0.2 0.0
F -0.029811 -1.524217 -4.614789 0.5 -0.1 -0.1
F 0.069303 -2.533658 -2.731847 0.6 -0.2 0.0
S 1.340857 -0.210079 -2.834626 1.5 0.9 -0.6
O 2.664083 0.057775 -3.348337 -0.8 -0.4 0.6
O 0.311886 0.739976 -3.189835 0.4 -1.0 0.9
N 1.436342 -0.496590 -1.149711 -1.4 0.8 -3.2
S 2.706608 -1.341091 -0.730659 2.9 -0.7 1.8
O 2.441580 -1.799968 0.593164 -0.4 -0.1 0.4
O 3.291507 -2.259671 -1.664855 -0.9 0.8 -0.1
C 4.066289 -0.013170 -0.389938 -0.8 -0.4 -0.4
F 4.480998 -0.108730 0.869601 0.1 -0.2 0.0
F 5.082671 -0.165368 -1.211288 0.2 0.0 0.0
F 3.561345 1.218302 -0.531564 0.0 0.2 -0.2
C 1.930371 0.027939 2.948887 0.1 -1.4 0.8
O 1.162887 0.714599 1.971745 0.8 0.2 -1.8
C 1.688969 2.019799 1.762716 -0.6 1.9 1.6
C 1.072290 2.813406 0.602511 0.6 -1.1 -1.4
N -0.198368 2.205644 0.165473 -1.2 2.0 0.1
C -0.776362 2.782872 -1.098345 1.4 -0.6 -0.7
C -1.859702 1.812460 -1.592434 0.2 1.5 -0.5
O -1.509938 0.484960 -1.308253 -0.2 -0.7 0.9
C -2.383293 -0.442611 -1.953267 -0.3 0.3 -0.8
H 1.542911 0.207237 3.955125 0.1 0.6 -0.1
H 2.996423 0.231985 2.860814 -0.1 0.3 0.0
H 1.830822 -1.051646 2.839186 -0.3 0.2 -0.5
H 2.774105 2.133341 1.713422 0.1 -0.9 -0.3
H 1.461830 2.568265 2.688345 -0.2 0.0 0.0
H 1.728374 2.743018 -0.272510 0.1 0.1 0.2
H 0.949913 3.872793 0.830930 0.1 -0.1 0.2
H -0.866144 2.695960 0.764128 -0.1 -1.6 1.0
H 0.020070 2.947688 -1.830485 0.0 -0.6 0.0
H -1.151775 3.797012 -0.942184 -0.4 -0.2 0.3
H -1.955598 1.931099 -2.675429 0.0 0.0 0.0
H -2.802156 2.124907 -1.133019 -0.1 -0.6 0.1
H -2.279298 -1.468524 -1.618492 0.4 0.2 0.5
H -2.160980 -0.415222 -3.022517 0.0 0.0 -0.1
H -3.416138 -0.122554 -1.811327 0.0 -0.1 0.1

No. 5
55
Properties=species:S:1:pos:R:3:forces:R:3 method="wB97M-V/def2-TZVPD" spin_multiplicity=3 e_tot_ev=-114750.8685 max_force_ha_per_bohr=0.051 homo_ha="-0.341 / -0.375" lumo_ev="-0.3 / -1.1"
Pt -0.023581 0.039685 0.067034 -0.6 0.9 -0.7
C 3.684637 1.951700 -0.802904 -0.3 0.3 0.0
F 4.219919 2.947749 -1.489461 0.1 0.0 0.1
F 3.966340 0.805998 -1.384632 0.2 -0.3 0.0
F 4.144477 1.951809 0.438564 0.1 -0.1 -0.1
S 1.824010 2.171550 -0.850229 -0.8 -1.4 0.2
O 1.527487 3.512121 -1.197550 0.3 0.7 0.3
O 1.299333 1.147117 -1.727096 0.5 -0.1 0.1
N 1.293312 1.647479 0.662266 1.2 1.3 -0.8
S 1.221099 2.927572 1.653383 -2.0 0.3 0.5
O 2.409042 3.678692 1.711207 1.6 0.5 -0.2
O -0.012662 3.634446 1.503989 -0.4 -0.3 0.1
C 1.116406 2.156985 3.313636 0.3 -0.8 -0.3
F 2.298245 1.614212 3.633923 -0.4 0.0 0.1
F 0.809948 3.091931 4.184147 -0.1 0.1 0.2
F 0.173252 1.187729 3.354871 0.2 0.3 0.1
C 0.448276 -3.946603 -1.177041 0.1 0.3 -0.1
F -0.849596 -4.205564 -1.186786 -0.1 -0.1 0.2
F 0.874576 -3.943359 0.095250 -0.1 -0.1 0.0
F 1.090088 -4.883284 -1.851085 0.1 -0.2 0.1
S 0.822081 -2.302602 -1.967224 -0.2 0.1 0.1
O 1.925229 -1.761455 -1.251586 0.4 0.1 0.5
O 0.984813 -2.584741 -3.349079 -0.3 0.0 -0.1
N -0.512434 -1.400739 -1.547846 0.4 -0.9 -1.0
S -1.704299 -1.457193 -2.671696 -0.7 0.2 0.4
O -1.806359 -2.721619 -3.303900 0.1 -0.5 -0.2
O -2.890643 -0.871133 -2.126517 0.1 0.1 0.3
C -1.232707 -0.271878 -3.983748 -0.1 0.5 0.5
F -2.298227 -0.133594 -4.769747 0.2 0.0 -0.2
F -0.966205 0.907493 -3.399436 0.0 -0.1 -0.4
F -0.195415 -0.667028 -4.678931 0.1 0.1 -0.3
C 2.448559 -1.577831 1.578713 0.5 0.0 0.2
O 1.058548 -1.419108 1.362744 -0.5 -0.1 0.4
C 0.211493 -1.790352 2.444055 0.4 -0.8 0.5
C -1.229766 -1.734733 1.991345 0.0 1.2 -0.1
N -1.591824 -0.300350 1.590156 -1.0 -2.4 0.4
C -2.865229 -0.290014 0.791902 0.7 0.4 0.0
C -2.970866 1.086393 0.183988 -0.1 0.2 0.0
O -1.846571 1.384892 -0.651886 -0.4 -0.1 0.7
C -1.904294 2.752023 -1.054736 0.5 0.1 -1.1
H 2.759940 -2.575327 1.274331 0.0 -0.1 0.1
H 2.693893 -1.396913 2.627715 0.0 0.0 0.0
H 2.969516 -0.851633 0.964622 0.0 0.0 -0.1
H 0.402763 -1.193066 3.343664 -0.1 0.4 -0.3
H 0.462287 -2.811548 2.770229 -0.2 0.0 -0.3
H -1.874182 -2.030479 2.819952 -0.1 -0.3 -0.1
H -1.373727 -2.348639 1.105021 -0.1 -0.2 0.1
H -1.881547 0.091389 2.484715 0.9 0.9 -0.2
H -3.735081 -0.476340 1.425596 0.0 0.0 0.0
H -2.800473 -1.047344 0.024016 -0.1 -0.1 -0.1
H -2.978463 1.817313 1.002607 -0.1 0.1 -0.1
H -3.889363 1.191090 -0.397926 0.0 -0.1 0.0
H -2.373746 2.809771 -2.042908 -0.3 0.0 0.2
H -0.893351 3.123009 -1.203552 0.0 0.0 0.3
H -2.438957 3.364320 -0.336141 0.1 0.0 0.2

No. 6
30
Properties=species:S:1:pos:R:3:forces:R:3 method="wB97M-V/def2-TZVPD" spin_multiplicity=3 e_tot_ev=-21738.8927 max_force_ha_per_bohr=0.082 homo_ha="-0.229 / -0.309" lumo_ev="0.9 / -0.8"
C 0.190197 0.320858 -0.069555 3.2 -1.3 -0.2
C 0.261544 -1.214852 -0.284980 -0.8 1.3 -3.1
C -1.175828 0.819374 0.147164 -0.7 0.4 0.0
C -1.194551 -1.570190 -0.632466 0.8 0.5 0.4
C -2.046024 -0.323817 -0.365341 -0.7 1.1 0.3
C -2.189121 -1.505397 0.501147 1.1 0.0 1.2
C -1.457624 2.152568 -0.572778 -1.3 0.1 0.6
C -3.525786 -2.211120 0.406686 0.8 2.7 -2.0
C 3.024360 2.296801 0.783267 0.2 -0.6 -2.7
C 4.004618 -0.493537 -0.282950 0.3 -2.0 0.4
N 1.201497 1.077019 0.033909 -4.1 -0.2 1.1
N 2.272341 1.578121 -0.252800 2.6 0.4 -1.6
F 4.129666 -1.179919 -1.441422 0.3 0.9 1.2
F 5.176218 -0.281543 0.345167 -0.8 -0.2 -0.9
F 3.214502 -1.226320 0.542514 0.6 0.9 -0.7
H 0.894341 -1.534775 -1.176640 -0.5 0.9 0.9
H 0.709369 -1.726083 0.499258 0.4 -0.9 1.9
H -1.174313 0.960694 1.233929 -0.9 -0.1 0.1
H -1.148197 -2.195051 -1.513252 -1.2 -0.2 0.0
H -3.002012 0.019221 -0.820574 1.0 -0.6 -0.3
H -1.676418 -1.369644 1.539657 -1.2 -0.6 -1.7
H -2.218980 1.969136 -1.351594 -0.1 0.3 0.6
H -0.606235 2.403090 -1.147406 1.1 0.8 -0.3
H -1.768692 3.000433 0.118999 0.4 -1.1 -1.0
H -3.413332 -3.003247 1.003711 -0.5 -3.3 2.4
H -3.707932 -2.553916 -0.616338 0.0 0.1 0.1
H -4.311638 -1.524205 0.697841 -0.3 -0.2 0.3
H 3.050655 1.596457 1.622207 0.7 0.8 0.4
H 3.951375 2.461633 0.145366 -0.5 -0.1 1.9
H 2.535989 3.258199 0.907288 0.0 0.2 0.8

No. 7
43
Properties=species:S:1:pos:R:3:forces:R:3 method="wB97M-V/def2-TZVPD" e_tot_ev=-135854.8602 max_force_ha_per_bohr=0.002 homo_ha=-0.284 lumo_ev=0.0
Ga -0.182910 -0.417783 -0.094284 0.0 0.0 -0.1
C -0.825680 -3.119518 3.229807 0.0 0.0 0.0
C -0.898958 -2.361122 1.928213 0.0 0.0 0.0
S 0.050515 -0.852485 2.041859 0.0 0.0 0.1
C -1.544577 -2.799501 0.835570 0.0 0.1 0.0
C -2.278583 -4.110392 0.751199 0.0 0.0 0.0
S -1.611052 -1.954618 -0.740267 0.0 0.0 0.0
H -0.867639 -2.426583 4.070947 0.0 0.0 0.0
H 0.121135 -3.659083 3.302081 0.0 0.0 0.0
H -1.639036 -3.830374 3.347620 0.0 0.0 0.0
H -2.288543 -4.648876 1.693825 0.0 0.0 0.0
H -1.803804 -4.749860 0.004230 0.0 0.0 0.0
H -3.311130 -3.954004 0.431750 0.0 0.0 0.0
F 4.453431 1.577524 -2.444962 0.0 0.0 0.0
C 3.157790 1.308735 -2.479202 0.0 0.0 0.0
F 2.473120 2.452223 -2.452163 0.0 0.0 0.0
F 2.868170 0.654828 -3.596069 0.0 0.0 0.0
S 2.684607 0.307113 -1.007520 0.1 0.1 0.0
O 1.222128 0.150195 -1.276150 -0.1 -0.1 0.0
O 2.981504 1.092676 0.143365 0.0 0.0 0.0
N 3.514284 -0.968638 -1.214682 0.0 -0.1 0.0
S 2.967594 -2.456578 -1.012317 0.0 0.1 -0.1
O 1.730495 -2.483055 -0.282447 0.0 0.0 0.0
O 4.039795 -3.319995 -0.661038 0.0 0.0 0.0
C 2.512223 -2.921237 -2.737424 0.0 0.0 0.0
F 1.545110 -2.121026 -3.189372 0.0 0.0 0.0
F 2.072892 -4.176365 -2.751932 0.0 0.0 0.0
F 3.564417 -2.818732 -3.543756 0.0 0.0 0.0
C -1.451328 3.813048 -1.172541 0.0 0.0 0.0
N -2.399190 3.046371 -0.366332 -0.1 0.0 0.0
C -3.689239 3.673803 -0.115728 0.0 0.0 0.0
C -2.079167 1.823133 0.028951 0.1 0.0 0.0
C -3.001618 1.028726 0.902826 0.0 0.0 0.0
O -0.971512 1.360978 -0.361769 0.0 0.0 0.0
H -1.672577 4.869977 -1.043814 0.0 0.0 0.0
H -1.542107 3.549895 -2.227005 0.0 0.0 0.0
H -0.436217 3.608281 -0.846429 0.0 0.0 0.0
H -4.058531 4.101087 -1.047380 0.0 0.0 0.0
H -3.588952 4.471984 0.620904 0.0 0.0 0.0
H -4.415373 2.948719 0.233313 0.0 0.0 0.0
H -3.516924 1.654026 1.627702 0.0 0.0 0.0
H -2.424644 0.274821 1.433525 0.0 0.0 0.0
H -3.735090 0.515495 0.278037 0.0 0.0 0.0